This record from the OMol25 dataset describes one molecule with the formula C3H6N2O2. The level of theory is the ωB97M-V functional and the def2-TZVPD basis.

Structure (ORCA input):
```
! wB97M-V def2-TZVPD RIJCOSX def2/J DEFGRID3
* xyz 0 1
C -0.6254 0.9456 -0.3654
C -0.4338 -1.0283 1.0375
N 0.0375 0.3281 0.7675
N 1.3602 0.4315 0.4050
C 0.2455 0.4802 -1.5582
O 1.4171 0.0963 -1.0567
O -0.0599 0.4311 -2.7107
H 1.9470 -0.2671 0.8627
H -0.5472 2.0330 -0.2904
H -1.6658 0.6505 -0.4660
H -0.3466 -1.6929 0.1693
H -1.4760 -0.9727 1.3413
H 0.1473 -1.4353 1.8642
*
```

Summary:
LUMO level in eV: 0.8
ΔE to the lowest compared entry with this formula, charge and spin in kcal/mol: 86.70
Kohn-Sham gap in eV: 10.00
HOMO level in eV: -9.2

Mulliken atomic charge list, values in e, 6 entries: -0.357, -0.846, 0.008, -0.398, 0.579, -0.264

=====

This record from the OMol25 dataset describes C10H38BrN2O8 as an isolated structure. The level of theory is the ωB97M-V functional and the def2-TZVPD basis.

Structure (ORCA input):
```
! wB97M-V def2-TZVPD RIJCOSX def2/J DEFGRID3
* xyz -1 1
Br -0.3634 0.0272 -1.3446
C -2.0424 3.4911 0.0738
C -0.8761 2.5958 0.6855
O 0.2391 2.4679 -0.1119
H -1.7029 4.4826 -0.2258
H -2.8107 3.7044 0.8170
H -2.6393 3.1261 -0.7619
H -1.2159 1.5661 0.7970
H -0.6402 3.0631 1.6416
H 0.1682 1.5825 -0.4760
C -0.9650 -2.0806 1.5412
C -2.0188 -1.0347 1.3733
C -3.0069 -0.8823 2.6080
O -3.8312 -2.0197 2.7638
C -4.3758 -2.2329 3.9869
N -1.4149 0.2849 1.1139
H -1.3697 -3.0580 1.8041
H -0.2793 -1.6864 2.2912
H -0.3719 -2.2941 0.6520
H -2.6804 -1.1853 0.5202
H -3.6091 0.0234 2.5361
H -2.3719 -0.7368 3.4819
H -3.6774 -2.4598 4.7924
H -5.0130 -3.1039 3.8344
H -5.0009 -1.3882 4.2763
H -0.9222 0.2949 0.2323
H -2.2132 0.8810 0.9480
C 2.7917 0.8712 -2.6726
C 2.7873 0.2298 -1.2292
C 4.0546 0.4730 -0.4638
O 4.9872 -0.3818 -1.0681
C 6.1827 -0.3911 -0.2917
N 1.6057 0.8714 -0.5787
H 2.5619 1.9260 -2.8234
H 2.0148 0.4068 -3.2799
H 3.7286 0.6087 -3.1640
H 2.5812 -0.8350 -1.3382
H 3.8391 0.0997 0.5374
H 4.3781 1.5122 -0.4045
H 5.9419 -0.7055 0.7238
H 6.7028 0.5645 -0.3580
H 6.9282 -1.0563 -0.7275
H 1.4244 0.3959 0.2937
H 0.8279 0.5095 -1.1117
O 1.2463 -0.2809 1.0865
H 0.6497 -0.6723 0.4484
H 0.6712 0.1192 1.7388
O -1.7381 -2.6050 -1.2862
H -1.3309 -1.7601 -1.0950
H -2.6769 -2.4198 -1.3070
O 0.8956 -2.0086 -2.3069
H 0.6166 -2.8028 -1.8513
H 0.4828 -1.2952 -1.8203
O 0.4852 0.4446 -3.8624
H 0.5025 1.4011 -3.8319
H 0.2977 0.1791 -2.9621
O -3.0878 0.8883 -1.3972
H -3.1956 1.5940 -2.0349
H -2.1513 0.6913 -1.4133
*
```

Summary:
LUMO level in eV: 2.7
Kohn-Sham gap in eV: 6.27
HOMO level in eV: -3.5

Mulliken atomic charge list, values in e, 6 entries: -0.361, -1.254, 0.835, -0.439, 0.368, 0.384

=====

This record from the OMol25 dataset describes C61H51AsIrO7P3SSi as an isolated structure. The level of theory is the ωB97M-V functional and the def2-TZVPD basis.

Structure (ORCA input):
```
! wB97M-V def2-TZVPD RIJCOSX def2/J DEFGRID3
* xyz 0 5
Ir -0.4253 -0.0264 0.1707
C -0.5736 3.1624 2.3082
Si -1.4093 1.5525 1.6810
C -2.9018 2.3382 0.7774
C -3.8989 3.0549 1.4407
C -4.7941 3.8522 0.7455
C -4.6949 3.9611 -0.6363
C -3.7351 3.2327 -1.3185
C -2.8560 2.4078 -0.6160
P -1.6671 1.3416 -1.5018
C -1.1892 2.4351 -2.8840
C -0.5062 3.6071 -2.5354
C -0.0836 4.5005 -3.5023
C -0.3294 4.2434 -4.8446
C -1.0055 3.0858 -5.2024
C -1.4322 2.1871 -4.2360
C -2.7212 0.0703 -2.2615
C -2.2072 -0.7023 -3.3042
C -2.9942 -1.6575 -3.9215
C -4.2779 -1.9015 -3.4585
C -4.7714 -1.1855 -2.3789
C -4.0047 -0.1946 -1.7863
C -1.9147 0.6273 3.2614
C -2.2020 1.2967 4.4530
C -2.3199 0.6175 5.6545
C -2.1323 -0.7572 5.6877
C -1.8742 -1.4458 4.5130
C -1.7809 -0.7653 3.3017
P -1.5161 -1.6555 1.7208
C -3.1775 -2.2953 1.3579
C -3.3637 -3.5251 0.7223
C -4.6377 -3.9425 0.3763
C -5.7389 -3.1397 0.6420
C -5.5574 -1.9045 1.2465
C -4.2866 -1.4805 1.5973
C -0.5324 -3.1110 2.2010
C -1.0820 -4.2148 2.8594
C -0.2822 -5.2937 3.1928
C 1.0702 -5.2897 2.8731
C 1.6213 -4.1962 2.2286
C 0.8246 -3.1103 1.8997
H -1.2992 3.8176 2.7981
H -0.1491 3.7137 1.4646
H 0.2343 2.9448 3.0110
H -3.9627 2.9863 2.5224
H -5.5609 4.4013 1.2787
H -5.3680 4.6112 -1.1811
H -3.6725 3.3028 -2.3983
H -0.3300 3.8217 -1.4858
H 0.4370 5.4047 -3.2121
H -0.0118 4.9454 -5.6044
H -1.2171 2.8825 -6.2450
H -1.9804 1.3073 -4.5369
H -1.1870 -0.5444 -3.6381
H -2.5855 -2.2357 -4.7405
H -4.8926 -2.6605 -3.9256
H -5.7605 -1.3960 -1.9923
H -4.3977 0.3773 -0.9550
H -2.3245 2.3747 4.4379
H -2.5453 1.1601 6.5646
H -2.1837 -1.2906 6.6286
H -1.7261 -2.5169 4.5515
H -2.5134 -4.1428 0.4768
H -4.7717 -4.8992 -0.1130
H -6.7330 -3.4741 0.3726
H -6.4118 -1.2681 1.4438
H -4.1441 -0.5143 2.0697
H -2.1368 -4.2396 3.1004
H -0.7162 -6.1488 3.6965
H 1.6848 -6.1467 3.1188
H 2.6668 -4.1935 1.9486
H 1.2607 -2.2724 1.3722
O 2.9316 -1.9837 -0.7151
As 2.4065 -1.0406 -2.0884
O 3.7825 -0.3930 -2.6754
O 1.4439 0.3677 -1.5159
C 1.6244 -2.1202 -3.4926
C 2.1942 -1.9950 -4.7529
C 1.7659 -2.8336 -5.7696
C 0.7816 -3.7854 -5.5283
C 0.2137 -3.9041 -4.2688
C 0.6388 -3.0674 -3.2519
S -0.0114 -3.1909 -1.5952
O 0.7481 -4.2336 -0.9608
O -1.4341 -3.3923 -1.6746
O 0.3223 -1.8134 -1.1128
H 3.8901 -2.0861 -0.8354
H 2.9683 -1.2529 -4.9038
H 2.2106 -2.7566 -6.7531
H 0.4646 -4.4382 -6.3310
H -0.5562 -4.6351 -4.0546
O 1.5385 0.6067 1.4180
P 2.9414 1.0646 1.1441
C 3.1882 1.7679 -0.4946
C 4.2961 2.5274 -0.7633
C 4.5058 3.1048 -2.0212
C 3.5983 2.8450 -3.0723
C 2.4750 2.1226 -2.8632
C 2.0809 1.6524 -1.5011
C 4.1364 -0.2565 1.4565
C 5.3732 -0.3460 0.8272
C 6.2496 -1.3601 1.1824
C 5.8952 -2.2816 2.1590
C 4.6549 -2.1997 2.7771
C 3.7757 -1.1862 2.4287
C 3.3524 2.3916 2.3139
C 3.8687 2.0863 3.5706
C 4.0079 3.0817 4.5249
C 3.6340 4.3858 4.2326
C 3.1203 4.6945 2.9808
C 2.9803 3.7029 2.0242
H 5.0332 2.6629 0.0214
H 5.3899 3.6983 -2.2070
H 3.8290 3.2043 -4.0672
H 1.7886 1.8781 -3.6659
H 1.2523 2.2938 -1.1511
H 5.6390 0.3533 0.0444
H 7.2112 -1.4327 0.6905
H 6.5852 -3.0687 2.4351
H 4.3652 -2.9275 3.5242
H 2.8007 -1.1152 2.8956
H 4.1647 1.0709 3.8018
H 4.4061 2.8387 5.5017
H 3.7413 5.1592 4.9820
H 2.8225 5.7090 2.7488
H 2.5719 3.9385 1.0490
*
```

Summary:
LUMO level (alpha / beta) in eV: 0.5 / -1.1
ΔE to the lowest compared entry with this formula, charge and spin in kcal/mol: 17.33
Kohn-Sham gap (alpha / beta) in eV: 5.03 / 7.24
⟨S²⟩: 6.058
HOMO level (alpha / beta) in eV: -4.5 / -8.4

Mulliken atomic charge list, values in e, 6 entries: 2.066, -1.392, 1.546, 0.636, -0.423, -0.802

=====

This record from the OMol25 dataset describes C30H33CuN2O2SSi as an isolated structure. The level of theory is the ωB97M-V functional and the def2-TZVPD basis.

Structure (ORCA input):
```
! wB97M-V def2-TZVPD RIJCOSX def2/J DEFGRID3
* xyz -2 1
Cu -0.9012 -1.6715 2.5615
C 2.7925 -2.4870 0.2171
C 1.3464 -2.4668 -0.2805
C 0.9891 -1.1713 -0.9586
C 1.0495 -1.0567 -2.3391
C 0.7506 0.1435 -2.9705
C 0.3870 1.2371 -2.2060
C 0.3155 1.1661 -0.8152
C -0.1027 2.4021 -0.0529
C 1.0300 3.4283 0.0975
C 0.6247 -0.0493 -0.1920
N 0.4923 -0.2306 1.1970
C 1.2913 0.3390 2.0181
C 1.1870 0.1115 3.4287
C 1.9400 0.6424 4.4770
C 1.4261 0.0688 5.6473
C 0.3973 -0.7850 5.2376
N 0.2469 -0.7637 3.9031
H 3.0233 -3.4444 0.6893
H 2.9619 -1.7007 0.9545
H 3.4929 -2.3329 -0.6076
H 0.6750 -2.6255 0.5654
H 1.1833 -3.2949 -0.9744
H 1.3241 -1.9289 -2.9235
H 0.7886 0.2201 -4.0505
H 0.1380 2.1763 -2.6896
H -0.4915 2.1250 0.9274
H -0.9254 2.8709 -0.5987
H 1.7376 3.1081 0.8655
H 0.6332 4.4009 0.3896
H 1.5873 3.5304 -0.8332
H 2.0978 0.9916 1.6651
H 2.7428 1.3596 4.3882
H 1.7502 0.2447 6.6619
H -0.2343 -1.4106 5.8520
O 2.3865 13.0966 -4.6319
C 2.9092 12.8114 -3.3958
O 4.0055 13.2488 -3.1380
C 2.0900 11.9755 -2.5122
C 2.6614 11.4800 -1.3307
C 1.9493 10.6868 -0.4642
C 0.5943 10.3300 -0.6990
S -0.3057 9.3602 0.3839
C 0.0319 10.8473 -1.8960
C 0.7517 11.6337 -2.7636
H 1.5607 12.6101 -4.7310
H 3.6923 11.7364 -1.1187
H 2.4168 10.3113 0.4373
H -1.0022 10.6088 -2.1101
H 0.2271 12.0080 -3.6407
C -3.5057 -4.1784 2.5596
Si -2.3821 -3.0380 1.5080
C -3.6322 -2.1904 0.3392
C -1.5236 -4.3175 0.3565
C -1.6962 -4.3501 -1.0291
C -0.9968 -5.2416 -1.8373
C -0.1018 -6.1391 -1.2745
C 0.0859 -6.1335 0.1037
C -0.6119 -5.2337 0.8953
H -4.1718 -4.7810 1.9330
H -4.1187 -3.5838 3.2427
H -2.9068 -4.8587 3.1712
H -4.2806 -2.9089 -0.1751
H -3.1252 -1.5812 -0.4142
H -4.2708 -1.5160 0.9165
H -2.3813 -3.6519 -1.4975
H -1.1469 -5.2281 -2.9115
H 0.4505 -6.8302 -1.9008
H 0.7891 -6.8236 0.5572
H -0.4259 -5.2218 1.9659
*
```

Summary:
LUMO level in eV: 4.1
ΔE to the lowest compared entry with this formula, charge and spin in kcal/mol: 0.00
Kohn-Sham gap in eV: 6.32
HOMO level in eV: -2.2

Mulliken atomic charge list, values in e, 6 entries: -0.388, -1.437, 0.537, 0.844, -0.673, -0.952

=====

This record from the OMol25 dataset describes one molecule with the formula CHCl2F2NS. The level of theory is the ωB97M-V functional and the def2-TZVPD basis.

Structure (ORCA input):
```
! wB97M-V def2-TZVPD RIJCOSX def2/J DEFGRID3
* xyz 0 1
C 0.1984 -0.5424 0.1170
N 1.3956 0.0357 -0.1875
F 3.5693 1.2587 0.2168
F 3.6266 -0.8795 -0.9149
S 2.7819 -0.1744 0.3568
Cl 0.0394 -2.0936 -0.6145
Cl 0.2537 -0.8603 1.9961
H -0.5530 0.2019 0.0656
*
```

Summary:
LUMO level in eV: -0.1
ΔE to the lowest compared entry with this formula, charge and spin in kcal/mol: 0.00
Kohn-Sham gap in eV: 10.80
HOMO level in eV: -10.9

Mulliken atomic charge list, values in e, 6 entries: 0.064, -0.224, -0.216, -0.259, 0.621, -0.100

=====

Copy entry 5 word for word.
This record from the OMol25 dataset describes one molecule with the formula CHCl2F2NS. The level of theory is the ωB97M-V functional and the def2-TZVPD basis.

Structure (ORCA input):
```
! wB97M-V def2-TZVPD RIJCOSX def2/J DEFGRID3
* xyz 0 1
C 0.1984 -0.5424 0.1170
N 1.3956 0.0357 -0.1875
F 3.5693 1.2587 0.2168
F 3.6266 -0.8795 -0.9149
S 2.7819 -0.1744 0.3568
Cl 0.0394 -2.0936 -0.6145
Cl 0.2537 -0.8603 1.9961
H -0.5530 0.2019 0.0656
*
```

Summary:
LUMO level in eV: -0.1
ΔE to the lowest compared entry with this formula, charge and spin in kcal/mol: 0.00
Kohn-Sham gap in eV: 10.80
HOMO level in eV: -10.9

Mulliken atomic charge list, values in e, 6 entries: 0.064, -0.224, -0.216, -0.259, 0.621, -0.100